Record 1
Formula: C13H28IrNO4P2
Source: the Open Molecules 2025 dataset
Level of theory: ωB97M-V/def2-TZVPD

Results
Calculated total energy   -1654.331262 Eh
M   516.54 g/mol
HOMO energy (alpha / beta)   -7.7 / -11.9 eV
Frontier orbital gap (alpha / beta)   5.31 / 5.06 eV

The geometry in ORCA input format:
```
! RIJCOSX wB97M-V def2-TZVPD def2/J DEFGRID3
* xyz 1 6
C 0.980 -1.240 -3.489
C 1.012 -0.866 -2.132
N -0.118 -0.790 -1.380
C -1.290 -1.174 -1.965
C -1.372 -1.577 -3.283
C -0.240 -1.627 -4.071
C 2.278 -0.262 -1.587
P 2.093 -0.125 0.275
Ir -0.126 -0.166 0.827
P -2.333 -0.174 0.473
C -2.564 -1.072 -1.141
O 2.239 2.213 -2.395
O -0.076 2.083 -1.535
H 1.923 -1.263 -4.042
H -2.387 -1.748 -3.697
H -0.263 -2.007 -5.082
C 2.945 -1.596 0.977
C 3.222 1.262 0.710
H -3.355 -0.523 -1.677
H -2.981 -2.057 -0.872
H 2.310 0.984 -1.786
H 3.168 -0.786 -1.973
C -3.248 -0.994 1.792
C -3.036 1.486 0.281
H -0.438 1.742 -0.593
H -0.362 2.995 -1.559
H 1.094 2.085 -2.208
H 2.586 1.992 -3.294
H -0.303 -1.748 1.168
H -0.319 1.489 0.995
H 3.978 -1.749 0.624
H 2.898 -1.405 2.060
H 2.320 -2.463 0.720
H 4.299 0.998 0.713
H 3.089 2.138 0.054
H 2.932 1.544 1.737
H -4.078 1.359 -0.052
H -3.011 1.978 1.267
H -2.439 2.057 -0.455
H -4.278 -1.125 1.436
H -2.778 -1.967 1.995
H -3.198 -0.339 2.673
C -0.487 0.463 4.850
O -0.755 0.160 3.479
C 0.324 0.125 2.676
O 1.466 0.149 3.096
H 0.246 -0.278 5.166
H -1.479 0.347 5.321
H -0.089 1.475 4.905
*
```

These are the natural (NBO) partial charges, in e, on atoms 1 to 4: C -0.12; C 0.07; N -0.45; C 0.12



Record 2
Formula: C11H23N3O5
Source: the Open Molecules 2025 dataset
Level of theory: ωB97M-V/def2-TZVPD

Results
Calculated total energy   -973.298442 Eh
SMILES   CC[C@H](C)[C@H](N)C(=O)O.NC(=O)CC[C@H](N)C(=O)O
Energy above the lowest of the compared OMol25 structures with the same formula, charge and spin   509.1 kJ/mol
M   277.32 g/mol
HOMO energy   -9.5 eV
Frontier orbital gap   9.93 eV

The geometry in ORCA input format:
```
! RIJCOSX wB97M-V def2-TZVPD def2/J DEFGRID3
* xyz 0 1
C 0.670 -2.228 1.077
C 0.408 -0.809 0.548
C -0.359 -2.608 2.238
C -0.251 -4.062 2.641
C -0.249 -5.091 1.476
C -1.486 2.585 -1.408
C -1.249 1.341 -2.202
C -0.112 3.188 -1.045
C 0.805 2.280 -0.192
C 0.558 3.799 -2.308
C 1.639 4.889 -1.956
H 2.178 -3.398 1.263
H 2.500 -2.085 1.919
H 0.491 -2.842 0.335
H -1.374 -2.525 1.764
H -0.378 -1.922 3.047
H -1.087 -4.266 3.212
H 0.584 -4.293 3.216
H -1.264 -6.757 0.789
H -2.034 -5.779 1.886
H 2.065 -0.740 -0.264
H -2.254 2.967 0.306
H -2.043 1.632 0.190
H -1.973 3.227 -2.020
H -0.332 4.025 -0.412
H 1.718 2.879 0.003
H 0.361 2.133 0.745
H 1.072 1.423 -0.671
H 1.092 3.020 -2.911
H -0.202 4.194 -2.906
H 1.355 5.633 -1.176
H 1.874 5.460 -2.860
H 2.554 4.422 -1.657
H -2.870 0.760 -1.606
N 2.136 -2.515 1.116
N -1.183 -6.121 1.593
N -2.296 2.322 -0.225
O -0.593 -0.292 1.003
O 0.654 -5.098 0.654
O 1.258 -0.327 -0.418
O -0.212 1.185 -2.794
O -2.170 0.392 -1.992
*
```

These are the natural (NBO) partial charges, in e, on atoms 1 to 4: C -0.16; C 0.80; C -0.40; C -0.50



Record 3
Formula: C3H7ClN2O
Source: the Open Molecules 2025 dataset
Level of theory: ωB97M-V/def2-TZVPD

Results
Calculated total energy   -763.237982 Eh
SMILES   C=C(CCl)NON
Energy above the lowest of the compared OMol25 structures with the same formula, charge and spin   523.3 kJ/mol
M   122.55 g/mol
HOMO energy   -7.7 eV
Frontier orbital gap   8.31 eV

The geometry in ORCA input format:
```
! RIJCOSX wB97M-V def2-TZVPD def2/J DEFGRID3
* xyz 0 1
C 1.057 -0.282 -0.883
C -0.364 0.372 -0.410
C -1.520 0.191 -1.336
N 1.148 0.627 2.323
N -0.542 0.870 0.832
O 0.455 1.575 1.463
Cl -3.100 0.730 -0.789
H 1.999 0.238 -0.607
H 0.807 -0.821 -1.848
H -1.594 -0.946 -1.681
H -1.306 0.740 -2.249
H 1.107 -0.269 1.849
H 0.622 0.704 3.168
H -1.418 1.221 1.147
*
```

These are the natural (NBO) partial charges, in e, on atoms 1 to 4: C -0.65; C 0.22; C -0.46; N -0.52



Record 4
Formula: C3H10NO
Source: the Open Molecules 2025 dataset
Level of theory: ωB97M-V/def2-TZVPD

Results
Calculated total energy   -249.983874 Eh
SMILES   C[C@@H](O)C[NH3+]
Energy above the lowest of the compared OMol25 structures with the same formula, charge and spin   183.6 kJ/mol
M   76.12 g/mol
HOMO energy   -15.0 eV
Frontier orbital gap   11.02 eV

The geometry in ORCA input format:
```
! RIJCOSX wB97M-V def2-TZVPD def2/J DEFGRID3
* xyz 1 1
C 0.144 -0.911 0.401
C 0.555 0.380 -0.302
C 0.657 0.194 -1.768
O -0.565 1.182 -0.074
N -0.612 -0.807 1.706
H -0.566 -1.311 -0.458
H 1.040 -1.646 0.390
H 1.422 0.907 0.101
H 1.469 -0.184 -2.355
H 0.372 1.067 -2.250
H -0.171 -0.420 -2.127
H -0.348 1.949 -0.663
H -1.695 -0.596 1.451
H -0.226 0.100 2.383
H -0.630 -1.656 2.199
*
```

These are the natural (NBO) partial charges, in e, on atoms 1 to 4: C -0.27; C 0.06; C -0.66; O -0.73



Record 5
Formula: C27H63BrCl2FNO6S
Source: the Open Molecules 2025 dataset
Level of theory: ωB97M-V/def2-TZVPD

Results
Calculated total energy   -5564.959099 Eh
SMILES   C[C@H](Cl)[C@H](Cl)[C@@](CN)(CCCS)O[C@@H](Br)CCCF.CC(C)O.CC(C)O.CC(C)O.CC(C)O.CC(C)O
M   699.68 g/mol
HOMO energy   -9.3 eV
Frontier orbital gap   9.61 eV

The geometry in ORCA input format:
```
! RIJCOSX wB97M-V def2-TZVPD def2/J DEFGRID3
* xyz 0 1
C 2.659 -3.155 3.119
C 1.630 -1.981 2.515
Cl 2.005 -0.457 3.569
C 0.048 -2.317 2.751
Cl -0.027 -4.152 3.177
C -0.966 -1.876 1.545
C -1.366 -3.293 0.747
N -2.059 -2.814 -0.547
C -2.315 -1.177 2.222
C -3.156 -2.167 3.220
C -4.463 -2.902 2.497
S -6.120 -2.186 3.058
O -0.347 -1.043 0.485
C -0.204 0.359 0.880
Br 1.615 0.943 0.162
C -1.293 1.373 0.161
C -0.872 2.945 0.441
C -2.174 3.961 0.187
F -3.274 3.746 1.157
H 3.740 -2.653 3.053
H 2.713 -4.107 2.434
H 2.482 -3.376 4.255
H 1.959 -1.832 1.403
H -0.320 -1.765 3.734
H -2.158 -3.935 1.317
H -0.419 -3.887 0.380
H -1.878 -3.575 -1.267
H -3.091 -2.740 -0.411
H -2.047 -0.216 2.878
H -3.019 -0.914 1.307
H -2.516 -2.952 3.806
H -3.637 -1.460 4.054
H -4.449 -4.023 2.903
H -4.378 -2.969 1.333
H -5.820 -0.849 3.385
H -0.150 0.564 2.030
H -2.325 1.209 0.729
H -1.428 1.150 -0.999
H -0.031 3.338 -0.277
H -0.514 3.022 1.577
H -1.749 5.050 0.340
H -2.504 3.853 -0.935
C 3.792 1.671 -4.202
C 2.587 2.568 -4.435
C 2.858 3.992 -3.976
O 1.466 2.048 -3.723
H 4.042 1.620 -3.136
H 3.578 0.647 -4.525
H 4.667 2.036 -4.749
H 2.328 2.567 -5.499
H 3.075 4.023 -2.903
H 1.978 4.623 -4.139
H 3.705 4.426 -4.517
H 1.687 2.045 -2.777
C -0.650 0.188 -5.837
C -1.885 -0.658 -5.574
C -3.071 0.202 -5.168
O -1.604 -1.594 -4.536
H -0.352 0.737 -4.937
H 0.198 -0.446 -6.117
H -0.829 0.908 -6.642
H -2.137 -1.232 -6.472
H -2.858 0.752 -4.244
H -3.949 -0.421 -4.969
H -3.323 0.922 -5.953
H -1.379 -1.093 -3.734
C -5.555 -3.730 -5.342
C -4.590 -4.551 -4.502
C -4.773 -4.276 -3.018
O -3.252 -4.238 -4.879
H -5.388 -2.657 -5.194
H -5.404 -3.929 -6.408
H -6.594 -3.960 -5.087
H -4.745 -5.618 -4.701
H -4.578 -3.223 -2.788
H -4.064 -4.865 -2.427
H -5.789 -4.523 -2.694
H -3.105 -3.293 -4.706
C 2.607 0.180 8.592
C 3.131 -1.092 7.946
C 4.633 -1.021 7.719
O 2.474 -1.293 6.697
H 2.791 1.050 7.951
H 1.523 0.120 8.738
H 3.082 0.355 9.562
H 2.895 -1.952 8.583
H 4.889 -0.195 7.047
H 4.994 -1.939 7.243
H 5.168 -0.883 8.664
H 2.678 -0.535 6.126
C 5.361 4.407 -0.298
C 4.345 5.536 -0.377
C 4.547 6.543 0.745
O 3.029 4.994 -0.293
H 5.263 3.857 0.645
H 5.196 3.684 -1.104
H 6.383 4.790 -0.375
H 4.430 6.041 -1.345
H 4.421 6.068 1.724
H 3.801 7.342 0.683
H 5.545 6.990 0.699
H 2.944 4.543 0.563
*
```

These are the Mulliken partial charges, in e, on atoms 1 to 4: C -1.19; C 0.37; Cl -0.26; C -0.87



Record 6
Formula: C25H56BFN6O3P2
Source: the Open Molecules 2025 dataset
Level of theory: ωB97M-V/def2-TZVPD

Results
Calculated total energy   -2347.504549 Eh
SMILES   CN(C)P(=O)(N(C)C)N(C)C.CN(C)P(=O)(N(C)C)N(C)C.CCCOCB(F)CCCc1ccccc1
M   580.52 g/mol
HOMO energy   -7.9 eV
Frontier orbital gap   7.01 eV

The geometry in ORCA input format:
```
! RIJCOSX wB97M-V def2-TZVPD def2/J DEFGRID3
* xyz 0 1
C 3.381 -3.987 -1.417
C 4.379 -3.416 -2.570
C 3.561 -3.004 -3.920
O 2.593 -2.015 -3.505
C 2.067 -1.244 -4.622
B 2.217 0.347 -4.277
F 3.570 0.877 -4.368
C 1.012 1.358 -3.897
C 0.500 1.261 -2.376
C 0.433 -0.224 -1.774
C -0.601 -1.194 -2.549
C -1.892 -0.648 -3.248
C -2.924 -1.586 -3.966
C -2.695 -3.123 -4.017
C -1.402 -3.705 -3.379
C -0.383 -2.759 -2.659
H 2.754 -4.857 -1.846
H 2.641 -3.155 -1.103
H 3.976 -4.370 -0.503
H 4.880 -2.434 -2.222
H 5.172 -4.180 -2.871
H 4.347 -2.601 -4.645
H 3.038 -3.962 -4.280
H 2.712 -1.465 -5.540
H 0.968 -1.540 -4.837
H 0.089 1.278 -4.576
H 1.407 2.438 -4.047
H 1.163 1.873 -1.653
H -0.560 1.713 -2.265
H 1.465 -0.707 -1.624
H -0.008 -0.120 -0.708
H -2.127 0.472 -3.240
H -3.869 -1.186 -4.464
H -3.419 -3.858 -4.499
H -1.229 -4.829 -3.428
H 0.540 -3.280 -2.219
O -0.423 4.096 1.899
P -0.331 5.607 1.625
N -0.188 5.357 -0.084
C 0.568 6.132 -1.054
C -1.390 4.809 -0.720
N 1.262 5.721 2.300
C 2.443 6.142 1.565
C 1.665 4.682 3.250
N -0.291 7.366 1.376
C -0.089 8.128 2.636
C -1.568 7.892 0.837
H 0.131 7.114 -1.266
H 0.628 5.600 -2.010
H 1.605 6.280 -0.773
H -2.189 5.552 -0.798
H -1.786 3.961 -0.155
H -1.184 4.430 -1.726
H 2.773 5.377 0.854
H 3.277 6.340 2.248
H 2.286 7.091 1.048
H 1.944 3.755 2.735
H 0.862 4.464 3.957
H 2.520 5.004 3.853
H -0.857 7.880 3.376
H -0.119 9.205 2.446
H 0.886 7.945 3.088
H -2.418 7.581 1.452
H -1.751 7.564 -0.185
H -1.554 8.985 0.789
O 0.207 -3.672 1.304
P -0.709 -3.777 2.537
N -0.780 -5.505 2.420
C -1.886 -6.390 2.745
C 0.491 -6.185 2.688
N -2.068 -3.112 1.691
C -3.323 -3.808 1.466
C -1.786 -2.288 0.513
N -1.715 -3.829 4.000
C -2.236 -2.494 4.396
C -0.963 -4.291 5.190
H -2.067 -6.486 3.822
H -1.695 -7.401 2.366
H -2.819 -6.107 2.272
H 0.749 -6.169 3.751
H 1.314 -5.713 2.144
H 0.473 -7.228 2.360
H -3.218 -4.603 0.720
H -4.093 -3.116 1.105
H -3.737 -4.213 2.390
H -1.541 -2.904 -0.359
H -0.959 -1.602 0.704
H -2.644 -1.660 0.248
H -1.420 -1.777 4.538
H -2.808 -2.562 5.326
H -2.927 -2.076 3.665
H -0.050 -3.705 5.337
H -0.683 -5.341 5.120
H -1.574 -4.216 6.095
*
```

These are the Mulliken partial charges, in e, on atoms 1 to 4: C -0.65; C -0.58; C -0.54; O -0.05